Record 1
Here is a cluster of 2 separate species, C4H12 in total from the OMol25 dataset. Energies are from ωB97M-V with the def2-TZVPD basis set.

```
16
Properties=species:S:1:pos:R:3:forces:R:3
C -1.770078 -0.396778 -0.486524 0.45 -0.03 1.25
C -1.161356 0.373480 -1.677034 -1.86 -1.81 -0.89
H -2.857484 -0.439574 -0.415008 0.01 0.52 -0.21
H -1.490064 -1.431121 -0.309352 0.41 -0.37 -0.87
H -1.370078 0.012990 0.446474 -0.48 0.40 0.00
H -0.780529 -0.344462 -2.416985 1.05 0.24 0.54
H -2.006804 0.677480 -2.320349 0.30 0.99 0.62
H -0.496100 1.163189 -1.351615 0.07 0.02 -0.44
C 1.382841 0.793561 1.201371 0.02 -1.07 0.09
C 1.561546 -0.725950 0.896680 0.49 1.81 0.26
H 0.356733 1.136723 1.095450 -0.06 0.02 -0.31
H 1.615722 0.922063 2.268177 0.32 0.42 -0.44
H 2.040558 1.319897 0.510622 -0.02 0.50 0.45
H 1.500556 -0.899131 -0.180471 -0.53 -0.40 0.28
H 0.879084 -1.241932 1.556762 -0.13 -0.75 -0.39
H 2.595448 -0.920441 1.181808 -0.06 -0.49 0.07
```
Positions in Å, forces in eV/Å.

## Properties
Gap between HOMO and LUMO, eV: 12.515
Energy above the lowest of the compared OMol25 structures with the same formula, charge and spin, kcal per mole: 15.0
Molar mass, g/mol: 60.1
Structure (SMILES): CC.CC
E, eV: -4341.8768
HOMO level, eV: -11.33

Partial atomic charges computed with the Mulliken method, in multiples of e: C -0.773; C -0.832; H 0.336; H 0.300; H 0.126; H 0.248; H 0.333; H 0.256; C -0.861; C -0.838; H 0.254; H 0.332; H 0.249; H 0.238; H 0.278; H 0.354



Record 2
Here is a cluster of 13 separate species, C70H77F9O8 in total from the OMol25 dataset. Energies are from ωB97M-V with the def2-TZVPD basis set.

```
164
Properties=species:S:1:pos:R:3:forces:R:3
F 16.483915 20.194190 13.990045 0.21 0.36 -0.28
C 15.589315 20.508730 14.935725 -1.56 -0.44 2.27
C 15.558295 21.788060 15.557445 0.59 -1.50 -1.82
C 14.636855 22.039160 16.545685 -0.24 -1.53 0.01
C 13.803415 20.971080 16.984545 0.09 1.09 0.26
C 13.813295 19.697060 16.421255 1.40 0.98 -0.45
C 14.745265 19.467990 15.394335 0.17 1.04 -0.60
H 16.260625 22.502980 15.154945 -0.03 0.34 0.22
H 14.631225 23.026350 16.983655 -0.28 -0.10 0.25
H 13.171935 21.219640 17.824695 -0.29 -0.27 0.04
H 13.237435 18.860590 16.788825 -0.16 0.17 0.07
H 14.769985 18.515320 14.886195 0.19 -0.12 0.04
F 21.863765 16.822730 23.563305 -0.89 0.35 -0.31
C 20.588065 16.351780 23.458355 -0.54 -2.26 0.52
C 19.643225 16.776950 22.529805 1.49 0.36 0.93
C 18.443185 16.090060 22.447715 0.11 0.34 -0.76
C 18.183175 14.944610 23.165485 -0.38 -0.45 0.54
C 19.091345 14.504040 24.125365 1.03 0.96 -0.70
C 20.295625 15.201730 24.237795 0.12 0.60 -0.02
H 19.904395 17.604360 21.886685 -0.26 0.16 -0.14
H 17.788035 16.478390 21.681955 -0.45 -0.29 0.05
H 17.284355 14.368670 23.001735 -0.22 0.17 -0.03
H 18.968365 13.613690 24.724165 -0.28 -0.02 -0.07
H 21.030615 14.831630 24.937245 0.23 0.15 0.01
F 22.051155 14.641460 13.803295 0.53 -0.88 -1.02
C 22.331695 13.765550 12.763705 0.48 0.37 -0.32
C 23.647305 13.503490 12.368915 -0.44 0.35 1.04
C 23.888845 12.614790 11.332535 0.20 0.20 0.28
C 22.844245 12.040310 10.649375 -0.70 -0.18 -0.28
C 21.542935 12.427720 10.946055 -0.49 -0.23 0.77
C 21.276685 13.234760 12.046055 0.28 0.79 0.29
H 24.452345 13.937400 12.943405 0.12 0.08 -0.06
H 24.901165 12.368510 11.048035 0.11 0.00 0.16
H 23.038225 11.254240 9.934635 -0.04 0.20 -0.32
H 20.660905 12.071110 10.434935 0.21 -0.33 -0.35
H 20.292545 13.555140 12.354625 -0.28 -0.21 -0.20
F 15.453125 18.645930 23.316905 0.07 -0.20 -0.96
C 15.715695 18.766060 21.974605 1.39 1.40 1.03
C 16.925895 19.392720 21.604405 -1.20 -0.43 2.38
C 17.197925 19.650700 20.310635 0.73 -0.58 -0.85
C 16.323915 19.179760 19.345035 -1.02 0.46 -0.90
C 15.102425 18.620700 19.702025 1.13 0.71 -0.49
C 14.795705 18.461510 21.035885 -1.43 -1.41 -0.44
H 17.581455 19.734330 22.391775 0.10 -0.11 0.11
H 18.161975 20.100890 20.125305 -0.08 0.20 -0.56
H 16.449625 19.354280 18.286665 0.47 0.06 -0.10
H 14.395945 18.382270 18.920725 -0.06 -0.24 0.07
H 13.852805 17.967980 21.219625 -0.05 0.20 0.59
F 23.052655 21.774740 14.612995 0.10 0.45 0.48
C 22.721115 20.661810 13.974495 -0.51 -1.68 -2.40
C 23.329465 19.444110 14.291265 0.37 2.19 2.18
C 23.028785 18.290410 13.661395 -1.63 -0.79 -1.51
C 22.109015 18.348980 12.606875 -0.57 0.07 -0.56
C 21.453285 19.536310 12.235005 1.83 -0.10 0.43
C 21.835595 20.707860 12.885425 -0.40 0.26 1.23
H 23.922135 19.498820 15.192455 0.45 -0.35 -0.03
H 23.334815 17.301430 13.969075 0.53 0.14 0.14
H 21.901135 17.444980 12.053735 -0.17 -0.16 0.01
H 20.812775 19.637130 11.371295 -0.18 -0.42 0.11
H 21.312895 21.626850 12.664875 0.20 0.25 -0.13
F 18.584575 15.869130 12.580105 0.05 0.13 0.08
C 18.679225 16.741590 11.551755 -0.55 0.58 -0.55
C 19.110785 16.264630 10.330715 0.26 0.82 -0.18
C 19.177915 17.177730 9.258785 -0.15 -0.49 0.50
C 18.730515 18.472440 9.412855 -0.44 0.91 0.88
C 18.245545 18.930470 10.660325 0.27 -0.78 0.19
C 18.224895 18.066540 11.743315 0.29 -1.83 -0.23
H 19.409865 15.234260 10.207095 0.05 -0.03 0.07
H 19.570825 16.836550 8.312415 -0.08 0.01 -0.11
H 18.699855 19.188320 8.604795 0.24 -0.16 -0.25
H 17.900045 19.937670 10.840825 -0.06 0.13 -0.39
H 17.787965 18.227330 12.717805 0.05 0.70 0.02
F 19.220195 12.928860 20.309965 0.75 -0.35 0.24
C 20.587525 12.902020 20.400325 -0.22 0.47 -0.39
C 21.263545 11.690230 20.254805 0.62 0.42 0.44
C 22.673605 11.703340 20.323575 -0.75 1.03 -0.18
C 23.318505 12.929790 20.445705 0.42 -0.38 -0.70
C 22.620625 14.120900 20.516615 -0.07 0.06 0.49
C 21.241805 14.135760 20.548135 -0.05 -0.92 0.38
H 20.738365 10.755000 20.128555 -0.24 0.14 -0.01
H 23.285695 10.823280 20.192275 -0.26 -0.18 0.16
H 24.393255 12.969230 20.347005 0.00 -0.11 0.30
H 23.143025 15.059130 20.631575 0.19 0.06 -0.05
H 20.749785 15.061030 20.809245 -0.42 -0.21 -0.36
F 25.320695 20.804170 17.722585 0.32 0.38 -0.25
C 24.357235 20.059770 18.260485 -2.03 -0.84 0.02
C 24.658455 19.223000 19.340855 1.01 0.59 -1.32
C 23.702635 18.379650 19.805885 -0.71 -0.35 -0.06
C 22.458425 18.381920 19.198145 -1.42 -1.14 1.66
C 22.055855 19.245620 18.227375 1.64 0.64 -0.98
C 23.049545 20.072950 17.695245 0.72 0.43 0.56
H 25.677005 19.045900 19.653265 0.16 0.57 0.14
H 23.978925 17.689300 20.589135 -0.29 -0.12 -0.03
H 21.689355 17.710080 19.549645 0.01 -0.34 0.32
H 21.071465 19.225190 17.783565 -0.08 -0.05 0.09
H 22.758015 20.711050 16.874135 0.49 0.28 -0.03
F 18.901825 15.613420 19.569415 -0.13 0.66 -1.16
C 18.961605 16.112940 18.282475 0.59 -0.48 0.59
C 17.849615 16.651120 17.718975 -0.71 1.27 -1.08
C 17.918465 17.201500 16.404305 -0.14 -0.51 1.41
C 19.081065 17.142480 15.671375 1.15 -1.11 0.44
C 20.217715 16.512370 16.250435 -0.72 -0.17 1.69
C 20.167465 16.050880 17.606365 -0.28 0.61 -1.39
H 16.969495 16.817740 18.322315 -0.14 -0.27 -0.11
H 17.033235 17.668810 15.998855 -0.12 0.08 0.01
H 19.102075 17.505490 14.654425 0.18 0.04 -0.02
H 21.144965 16.332670 15.726675 0.02 0.38 -0.28
H 21.018425 15.709560 18.177145 0.23 -0.31 -0.36
O 14.298495 16.583720 16.693935 -0.56 -0.88 -0.88
C 14.041585 15.806640 15.776455 1.47 1.43 1.46
O 12.835545 15.651110 15.287025 0.29 -1.47 -1.34
C 11.702235 16.257380 15.820145 -2.60 0.10 -0.21
C 10.477295 15.796230 14.923345 1.54 0.17 0.28
C 15.143145 15.040460 15.073935 0.10 0.17 0.13
H 11.788915 17.343540 15.791275 0.11 -0.02 0.14
H 11.497495 15.905100 16.831125 0.38 0.22 0.19
H 9.552245 16.336040 15.125805 0.21 0.06 0.15
H 10.313615 14.724930 15.040035 -0.04 0.04 0.17
H 10.778095 15.943310 13.886045 -0.21 0.16 -0.07
H 15.538885 14.231860 15.688475 -0.53 -0.26 0.12
H 16.014315 15.695230 15.052745 -0.15 0.23 -0.38
H 14.876595 14.675400 14.082085 -0.02 0.06 0.17
O 14.736185 14.290260 23.143725 1.95 -1.99 1.48
C 14.168675 14.986260 22.390525 -2.45 1.96 0.50
O 14.277215 14.981040 21.085395 -0.33 0.35 -1.94
C 15.215075 14.179830 20.341165 1.31 -0.51 0.38
C 15.084425 14.469110 18.875485 -0.35 0.60 -0.25
C 13.112925 16.000660 22.940155 0.09 0.04 -1.29
H 15.185515 13.109840 20.546955 -0.73 0.02 0.36
H 16.235605 14.447730 20.614755 0.04 0.26 0.38
H 15.751075 13.875200 18.250215 0.15 -0.25 0.35
H 15.377425 15.506050 18.711115 -0.37 -0.01 -0.17
H 14.071445 14.307790 18.506775 -0.08 0.11 0.05
H 13.577905 16.955370 23.185925 0.36 -0.35 0.61
H 12.544855 15.566620 23.762965 0.48 0.05 0.09
H 12.391405 16.330100 22.192495 -0.08 -0.46 -0.33
O 25.356065 15.991510 19.158635 1.07 -0.04 1.01
C 25.203085 15.197610 18.286185 -2.34 -0.69 -1.53
O 25.781815 13.984380 18.110945 -0.84 0.25 -0.29
C 26.620525 13.405330 19.078185 1.64 0.75 0.93
C 27.955935 14.118920 19.089105 1.21 0.29 0.60
C 24.093715 15.403310 17.197435 1.16 -0.44 0.48
H 26.729935 12.337090 18.891125 -0.27 0.15 -0.42
H 26.273345 13.521210 20.104905 -0.65 0.04 -0.10
H 27.879265 15.125510 19.500205 -0.45 0.21 -0.48
H 28.516025 14.150840 18.154555 -0.40 -0.04 -0.23
H 28.656735 13.703670 19.813365 -0.10 -0.68 0.06
H 23.201055 15.863600 17.620985 0.25 0.05 0.27
H 23.846555 14.435970 16.760115 0.07 0.14 -0.17
H 24.501125 16.092010 16.457285 -0.08 -0.06 -0.18
O 23.385425 11.800410 16.641325 -2.05 -0.54 0.17
C 22.158205 11.763980 16.712245 1.67 0.57 0.92
O 21.435935 10.743290 17.257315 0.65 1.86 -0.53
C 22.123925 9.651340 17.822795 -0.18 -0.73 0.94
C 22.243695 8.607100 16.788705 0.15 -1.44 -0.39
C 21.266705 12.872020 16.223965 -0.43 -0.43 -0.44
H 21.418965 9.333130 18.590825 0.17 -0.25 0.15
H 23.075985 9.829460 18.322745 -0.05 0.78 -0.38
H 22.669095 7.675450 17.161765 0.13 0.03 0.38
H 22.910885 8.901900 15.978725 -0.44 0.18 -0.24
H 21.226975 8.335060 16.505205 0.15 0.12 -0.73
H 20.251925 12.795240 16.614385 0.07 -0.18 -0.10
H 21.274815 12.688720 15.149525 -0.43 0.19 -0.20
H 21.591205 13.905280 16.347135 0.53 -0.42 0.29
```
Positions in Å, forces in eV/Å.

## Properties
Gap between HOMO and LUMO, eV: 9.220
Energy above the lowest of the compared OMol25 structures with the same formula, charge and spin, kcal per mole: 20.6
Molar mass, g/mol: 1217.4
E, eV: -114674.9427
HOMO level, eV: -8.75

Mulliken population analysis, charges in e, atoms 1 to 99: F -0.131; C 0.144; C -0.534; C -0.700; C -0.471; C -0.410; C 0.122; H 0.448; H 0.402; H 0.346; H 0.304; H 0.410; F -0.359; C 0.222; C -0.684; C 0.120; C -0.256; C -0.838; C -0.356; H 0.569; H 0.383; H 0.371; H 0.423; H 0.428; F 0.164; C 0.207; C -0.603; C -0.349; C -0.613; C -0.590; C -0.350; H 0.406; H 0.403; H 0.387; H 0.409; H 0.602; F -0.446; C 0.371; C -0.464; C -0.745; C -0.122; C -0.234; C -0.527; H 0.425; H 0.489; H 0.557; H 0.270; H 0.415; F -0.345; C 0.197; C -0.289; C -0.390; C -0.541; C -0.175; C -0.781; H 0.491; H 0.454; H 0.450; H 0.489; H 0.417; F -0.268; C 0.371; C -0.405; C -0.451; C -0.510; C -0.616; C -0.177; H 0.438; H 0.423; H 0.378; H 0.419; H 0.424; F -0.227; C 0.168; C -0.934; C -0.441; C -0.205; C -0.948; C 0.195; H 0.488; H 0.546; H 0.038; H 0.590; H 0.623; F -0.351; C -0.187; C -0.262; C -0.481; C -0.208; C -0.863; C -0.211; H 0.419; H 0.384; H 0.487; H 0.598; H 0.677; F 0.077; C -0.751; C 0.701